Record 1
C3H5ClFNOS | ωB97M-V with the def2-TZVPD basis set

Last column: natural (NBO) charge in e.
Geometry (Å):
C -0.22906 -0.13593 -1.99880  -0.6839
C -0.42574 0.50229 -0.70769  0.3120
F -1.61148 0.54936 0.07114  -0.3594
Cl 0.08219 2.26800 -0.92774  -0.0757
C 0.53412 -0.17776 0.37126  0.6210
O 1.57675 -0.69303 0.18668  -0.5459
N -0.15632 -0.16980 1.56986  -0.7524
S 0.95182 -0.03791 3.06870  0.1255
H -0.70504 -1.24407 -1.79203  0.2336
H -0.74584 0.33203 -2.82047  0.2423
H 0.95717 -0.19461 -2.13444  0.2925
H -1.06334 0.42462 1.74639  0.4504
H 0.83476 -1.42321 3.36713  0.1399

Computed properties:
Energy relative to the best compared isomer or geometry (same formula, charge and spin) ... 53.2 kJ/mol
E_LUMO ... 0.3 eV
Spin multiplicity ... 1
Charge ... 0
Highest occupied orbital energy ... -9.869 eV
Structure (SMILES) ... C[C@](F)(Cl)C(=O)NS



Record 2
C4H7NO2 | ωB97M-V with the def2-TZVPD basis set

Last column: natural (NBO) charge in e.
Geometry (Å):
C -1.26348 1.46213 0.24841  -0.5988
C -0.58214 0.18284 -0.13966  -0.3676
C -1.17440 -0.98023 -0.30388  0.7312
O -1.88064 -1.84347 -0.68001  -0.4722
C 0.91628 0.05464 -0.01875  0.2719
N 1.12022 -1.40445 0.44397  -0.9171
O 1.50638 0.20397 -1.26638  -0.7064
H -2.34242 1.34072 0.18530  0.2238
H -0.99460 1.75276 1.26566  0.2065
H -0.95622 2.26542 -0.42189  0.2202
H 1.31019 0.75557 0.73513  0.1565
H 1.03811 -2.13487 -0.25525  0.3915
H 0.87979 -1.55980 1.41495  0.3828
H 2.42292 -0.09522 -1.20762  0.4777

Computed properties:
Energy relative to the best compared isomer or geometry (same formula, charge and spin) ... 237.8 kJ/mol
E_LUMO ... 0.8 eV
Spin multiplicity ... 1
Charge ... 0
Highest occupied orbital energy ... -8.320 eV
Structure (SMILES) ... CC(=C=O)[C@@H](N)O



Record 3
C28H37N4OPV | ωB97M-V with the def2-TZVPD basis set

Last column: natural (NBO) charge in e.
Geometry (Å):
V -0.17130 0.08040 0.17570  1.1603
N 0.37650 2.28260 0.05590  -0.8850
C 1.82980 2.50340 0.07400  -0.2387
C 2.51080 1.23200 -0.42260  -0.2258
N 1.97010 0.06670 0.28760  -0.6894
C 2.41630 -0.03530 1.68810  -0.2471
C 1.36360 0.54410 2.63400  -0.2242
N 0.06370 -0.01370 2.25770  -0.8743
H 0.02890 2.52850 -0.87170  0.3958
H -0.06200 2.93210 0.70480  0.4005
H 2.16070 2.73460 1.08980  0.2113
H 2.12730 3.34830 -0.55920  0.2314
H 3.59750 1.32480 -0.29190  0.2255
H 2.31310 1.10730 -1.49430  0.2183
H 2.33390 -0.75270 -0.19970  0.4007
H 3.38260 0.46120 1.84530  0.2268
H 2.54120 -1.09340 1.93630  0.2356
H 1.32010 1.63200 2.55780  0.1985
H 1.63160 0.29290 3.66860  0.2295
H -0.67120 0.43580 2.80790  0.3925
H 0.05690 -1.00840 2.50620  0.4069
C -2.24030 2.00020 -2.08010  -0.5835
C -3.39520 1.83470 -1.09080  -0.2243
C -4.07790 3.18690 -0.88650  -0.6070
C -2.99250 1.24930 0.28860  -0.0812
C -4.27170 0.76430 0.99440  -0.0819
O -4.30140 -0.61610 0.65820  -0.4480
C -3.08050 -0.97260 0.25760  0.6208
N -2.22090 0.00010 0.14470  -0.6673
C -2.94020 -2.40740 0.01410  -0.0758
C -4.12030 -3.15900 -0.09140  -0.1477
C -4.08150 -4.53190 -0.23850  -0.1769
C -2.86360 -5.19540 -0.26480  -0.1490
C -1.69220 -4.46750 -0.18710  -0.1757
C -1.71410 -3.08170 -0.07330  -0.3258
P -0.11650 -2.22170 -0.06290  0.8203
C 0.62050 -2.73760 -1.64450  -0.3915
C 1.15920 -4.00150 -1.88280  -0.1845
C 1.68730 -4.30130 -3.12670  -0.1846
C 1.67140 -3.35370 -4.13890  -0.1603
C 1.11760 -2.09930 -3.91520  -0.2139
C 0.59900 -1.79200 -2.67030  -0.1261
C 0.75090 -3.14750 1.23720  -0.3879
C 0.04320 -3.39440 2.41680  -0.1800
C 0.65860 -4.03650 3.47670  -0.2027
C 1.98740 -4.42420 3.37190  -0.1744
C 2.70140 -4.15980 2.21210  -0.1881
C 2.09580 -3.50510 1.15150  -0.2246
H -2.64550 2.09270 -3.08660  0.2523
H -1.55580 1.13930 -2.06980  0.1797
H -1.70260 2.92360 -1.87450  0.1955
H -4.11170 1.12490 -1.52110  0.2143
H -3.44020 3.85930 -0.31550  0.2041
H -5.02500 3.09790 -0.36370  0.2213
H -4.27420 3.64600 -1.85000  0.2379
H -2.43190 1.98400 0.87620  0.1995
H -5.17960 1.24130 0.62710  0.2255
H -4.24200 0.84830 2.08680  0.2033
H -5.06900 -2.64730 -0.06780  0.2455
H -5.00140 -5.08660 -0.32660  0.2444
H -2.81880 -6.26880 -0.36160  0.2416
H -0.74220 -4.97730 -0.20930  0.2246
H 1.18100 -4.75370 -1.10670  0.2247
H 2.11020 -5.27890 -3.30400  0.2394
H 2.08250 -3.59280 -5.10580  0.2407
H 1.09400 -1.37350 -4.71350  0.2351
H 0.14580 -0.81270 -2.47670  0.1809
H -1.00680 -3.12450 2.47500  0.2143
H 0.10150 -4.23350 4.37980  0.2389
H 2.46640 -4.93560 4.19170  0.2422
H 3.73650 -4.46080 2.13630  0.2398
H 2.65500 -3.30650 0.24490  0.2272

Computed properties:
E_LUMO (spin up / spin down) ... -5.5 / -5.5 eV
Spin multiplicity ... 4
Charge ... +2
Highest occupied orbital energy (spin up / spin down) ... -13.788 / -14.455 eV
⟨S²⟩ ... 3.7601



Record 4
C3H8O2 | ωB97M-V with the def2-TZVPD basis set

Last column: natural (NBO) charge in e.
Geometry (Å):
C 1.13048 -0.14035 0.73440  -0.6307
C -0.10641 0.77292 1.15354  -0.5150
C -1.37889 0.15292 0.55968  0.4550
O -1.49999 -0.86692 -0.11111  -0.5519
H 0.98603 -0.17941 -0.44109  0.2514
H 2.03433 0.46110 1.08292  0.2079
H 1.26625 -1.12911 1.25641  0.2215
H 0.04545 1.67854 0.55668  0.2328
H -0.28393 1.01425 2.18069  0.2260
H -2.29550 0.59898 1.02147  0.1006
O 0.47319 -0.76539 -2.53005  -0.9335
H -0.01404 -0.81376 -3.39718  0.4621
H -0.35696 -0.78376 -2.06636  0.4737

Computed properties:
Energy relative to the best compared isomer or geometry (same formula, charge and spin) ... 147.2 kJ/mol
E_LUMO ... 0.9 eV
Spin multiplicity ... 1
Charge ... 0
Highest occupied orbital energy ... -10.007 eV
Structure (SMILES) ... CCC=O.O



Record 5
C4H13N3 | ωB97M-V with the def2-TZVPD basis set

Last column: natural (NBO) charge in e.
Geometry (Å):
C -1.85056 -0.07080 0.20214  0.5142
C 1.22344 -1.39396 -0.37908  -0.7728
C 0.87348 1.04395 -1.06955  -0.7583
C 0.89871 -0.00297 -0.06710  0.4289
N -2.38516 -0.76928 -0.78620  -0.7691
N -2.43069 0.83116 0.96333  -0.7548
N 1.26974 0.33267 1.36564  -0.7482
H 2.30973 -1.56764 -0.38500  0.3010
H 1.02427 -1.51699 -1.46753  0.2910
H 0.75886 -2.12529 0.47016  0.2825
H 1.84861 1.25248 -1.50188  0.3043
H 0.63987 2.05647 -0.62374  0.2700
H 0.11104 0.62922 -1.89771  0.2970
H -1.94444 -1.33632 -1.44976  0.4368
H -3.27899 -0.49610 -1.18311  0.4262
H -2.01679 1.25014 1.71236  0.4182
H -3.45144 0.89280 0.92525  0.4333
H 1.91667 1.08684 1.46872  0.4625
H 1.71562 -0.60764 1.77720  0.4832
H 0.45226 0.56495 1.88377  0.4540

Computed properties:
Energy relative to the best compared isomer or geometry (same formula, charge and spin) ... 506.0 kJ/mol
E_LUMO (spin up / spin down) ... -10.3 / -9.4 eV
Spin multiplicity ... 1
Charge ... +2
Highest occupied orbital energy (spin up / spin down) ... -17.368 / -18.559 eV



Record 6
C5H9N2O | ωB97M-V with the def2-TZVPD basis set

Last column: natural (NBO) charge in e.
Geometry (Å):
C -1.35129 1.29117 1.52043  -0.5955
C -1.60893 0.08534 0.58576  -0.4430
C -0.40928 -0.22375 -0.22555  0.1745
C -0.21848 -0.19584 -1.56169  -0.0721
N 1.10853 -0.57716 -1.80306  -0.4789
C 1.68697 -0.82615 -0.64481  0.7014
O 2.92178 -1.29102 -0.47133  -0.6323
N 0.80818 -0.62791 0.33157  -0.4964
H -1.99963 1.26095 2.38146  0.2385
H -0.31810 1.31823 1.83959  0.1942
H -1.51173 2.19917 0.95355  0.2264
H -1.90772 -0.78635 1.15387  0.2390
H -2.38458 0.34625 -0.11919  0.2440
H -0.90279 0.04099 -2.34628  0.2605
H 1.58122 -0.66878 -2.68806  0.4615
H 3.50991 -0.56754 -0.21416  0.5219
H 0.99595 -0.77760 1.30790  0.4563

Computed properties:
Energy relative to the best compared isomer or geometry (same formula, charge and spin) ... 0.0 kJ/mol
E_LUMO ... -3.3 eV
Spin multiplicity ... 1
Charge ... +1
Highest occupied orbital energy ... -14.026 eV
Structure (SMILES) ... CCc1c[nH]c(O)[nH+]1



Record 7
C6H10O | ωB97M-V with the def2-TZVPD basis set

Last column: natural (NBO) charge in e.
Geometry (Å):
C -1.70109 -0.12064 1.20102  -0.4136
C -1.54966 0.87455 0.08296  -0.4247
C -0.91276 -0.48047 -0.02285  -0.2589
C 0.59329 -0.63381 0.01037  0.0896
C 1.22963 -0.33539 -1.33440  -0.6558
C 2.14612 0.96341 1.10953  0.1285
O 1.08363 0.22229 1.10646  -0.4880
H -1.14863 0.07662 2.11391  0.2334
H -2.66532 -0.60089 1.34133  0.2157
H -2.40692 1.09111 -0.54797  0.2180
H -0.89527 1.72275 0.26698  0.2215
H -1.38073 -1.18695 -0.70721  0.2222
H 0.84630 -1.64864 0.33805  0.1953
H 2.28905 -0.60518 -1.37499  0.2217
H 0.70692 -0.91679 -2.10085  0.2316
H 2.64219 0.85166 0.10680  0.0408
H 1.12323 0.72634 -1.58915  0.2230

Computed properties:
Energy relative to the best compared isomer or geometry (same formula, charge and spin) ... 348.4 kJ/mol
E_LUMO ... 0.8 eV
Spin multiplicity ... 1
Charge ... 0
Highest occupied orbital energy ... -8.359 eV



no.,calculated total energy (eV)
1,-32803.0447
2,-9844.8149
3,-72610.0799
4,-7334.5245
5,-8808.3326
6,-10352.6209
7,-8427.6290